This record from the OMol25 dataset describes a molecular structure, C6H5CrN2O5S. The level of theory is the ωB97M-V functional and the def2-TZVPD basis.

```
20
Properties=species:S:1:pos:R:3:forces:R:3:mulliken_spin:R:1
N -2.80168 -0.11067 1.08000 -0.16 -0.67 -0.07 0.03
C 0.68491 2.02200 1.57711 -1.94 3.62 3.49 -0.15
O 1.26102 -3.59568 -3.53839 2.07 2.33 1.25 0.00
O 0.22675 2.77793 2.34239 1.33 -2.35 -2.19 0.07
C 1.97421 -2.79558 -3.11220 -2.07 -2.31 -1.23 0.00
C -2.12418 -0.61477 0.04628 -1.28 0.31 -0.35 0.07
H -3.32476 -2.27540 -0.06614 0.85 0.40 -0.57 0.00
O 0.84732 2.65111 -2.32781 1.69 -1.21 4.20 0.04
S -0.92746 0.36140 -0.75542 -1.19 -0.07 -0.61 0.18
O 2.37430 -1.26863 2.33162 -1.00 3.02 -2.24 0.06
C 2.04830 -0.44221 1.57550 0.70 -3.56 1.67 -0.13
H -3.61925 -0.60954 1.44662 0.53 0.45 -0.14 0.00
Cr 1.35760 0.87841 0.23915 1.66 0.22 0.82 3.70
H -2.12457 -2.12367 -1.32771 0.27 -0.11 -0.26 0.00
N -2.54114 -1.75478 -0.49784 -0.57 -0.18 1.28 0.03
C 1.22628 2.19355 -1.31513 -1.91 0.86 -5.06 0.01
H 0.21378 -0.36581 -0.25019 0.46 -0.81 -0.11 0.01
O 4.48908 2.32396 0.65369 -2.41 -0.97 -0.22 0.02
C 3.43540 1.89543 0.54897 2.81 1.12 0.25 0.05
H -2.67588 0.85294 1.34951 0.18 -0.10 0.10 0.00
```
Positions in Å, forces in eV/Å.

For the relative energy (zero: lowest compared OMol25 entry of this formula, charge and spin), the calculation gives 0.000 eV. The total energy is -58767.072 eV. The maximum force comes out at 5.5 eV/A. As for the spin multiplicity: 5. The total charge is +1. As for the HOMO-LUMO gap (spin up / spin down): 0.22595 / 0.22306 Ha.